[1]
81
Properties=species:S:1:pos:R:3 method="wB97M-V/def2-TZVPD" lumo_ev=-1.37 total_energy_ev=-138136.78265 de_lowest_ev=1.203 e_homo_ev=-7.4566 orbital_gap_ev=6.082
Zr -0.045 0.207 0.045
C -3.175 1.910 -4.520
C -3.112 2.780 -3.437
C -2.084 2.689 -2.513
C -1.097 1.719 -2.668
C -1.141 0.870 -3.771
C -2.183 0.957 -4.687
N -0.030 1.582 -1.729
C 0.836 2.615 -1.666
C 0.982 3.589 -2.698
C 1.956 4.540 -2.626
C 2.851 4.622 -1.532
C 2.727 3.730 -0.512
C 1.717 2.745 -0.563
N 1.488 1.882 0.479
N 2.155 1.999 1.540
C 1.838 1.035 2.506
C 2.170 1.357 3.819
C 1.780 0.504 4.828
C 1.093 -0.656 4.494
C 0.864 -0.920 3.161
N 1.247 -0.117 2.159
H -3.985 1.986 -5.234
H -3.872 3.540 -3.312
H -2.052 3.337 -1.649
H -0.316 0.184 -3.935
H -2.202 0.292 -5.542
H 0.331 3.538 -3.559
H 2.058 5.244 -3.443
H 3.618 5.383 -1.513
H 3.382 3.755 0.347
H 2.681 2.289 4.008
H 1.997 0.741 5.861
H 0.737 -1.349 5.243
H 0.346 -1.825 2.876
N 0.659 -2.363 0.448
C 1.120 -3.296 -0.599
C 0.045 -3.569 -1.634
C -0.335 -2.342 -2.438
N -0.999 -1.339 -1.583
H 1.457 -2.123 1.025
H -0.027 -2.823 1.041
H 1.438 -4.241 -0.148
H 1.990 -2.850 -1.078
H -0.848 -3.978 -1.144
H 0.409 -4.337 -2.319
H -1.009 -2.632 -3.249
H 0.547 -1.887 -2.889
H -1.790 -1.783 -1.119
H -1.429 -0.640 -2.190
O -3.446 1.603 1.673
S -2.184 1.563 1.017
O -1.600 2.796 0.536
O -2.152 0.563 -0.186
O -1.072 0.872 1.856
Te -2.634 -1.784 1.744
C -3.155 -3.541 0.689
C -3.967 -3.387 -0.433
C -4.281 -4.481 -1.232
C -3.796 -5.739 -0.911
C -2.988 -5.898 0.207
C -2.660 -4.805 0.997
C -2.786 -2.660 3.656
C -1.833 -3.555 4.139
C -1.994 -4.156 5.379
C -3.103 -3.851 6.157
C -4.038 -2.936 5.697
C -3.881 -2.340 4.452
H -4.375 -2.413 -0.679
H -4.920 -4.346 -2.096
H -4.048 -6.593 -1.526
H -2.605 -6.877 0.465
H -2.030 -4.954 1.865
H -0.953 -3.789 3.549
H -1.253 -4.860 5.737
H -3.234 -4.324 7.121
H -4.898 -2.687 6.305
H -4.617 -1.630 4.099
Se 2.805 -0.037 -3.712
C 2.258 -0.249 -2.037
N 1.888 -0.414 -0.933


[2]
76
Properties=species:S:1:pos:R:3 method="wB97M-V/def2-TZVPD" lumo_ev=-1.63 total_energy_ev=-63962.42612 de_lowest_ev=3.220 e_homo_ev=-5.8642 orbital_gap_ev=4.231
C 6.850 -1.795 -0.300
C 5.512 -2.214 0.036
C 5.126 -3.465 0.492
C 3.766 -3.461 0.998
C 3.454 -2.156 1.249
B 1.228 -1.706 -0.516
C 1.516 -2.530 -1.807
C 1.989 -3.836 -2.022
C 1.719 -4.490 -3.242
C 0.976 -3.840 -4.231
C 0.422 -4.586 -5.436
F -0.107 -3.727 -6.365
F 1.368 -5.344 -6.058
F -0.596 -5.441 -5.092
C 0.590 -2.506 -4.056
C 0.871 -1.867 -2.859
O 0.487 -2.100 0.577
C 0.584 -1.021 1.532
C -0.673 -0.845 2.365
C 1.585 -1.401 2.548
C 1.035 0.217 0.662
C -0.181 0.928 0.083
C 2.004 1.154 1.314
O 1.701 -0.382 -0.467
S 4.133 -1.152 0.056
H 7.466 -2.506 0.235
H 7.065 -1.803 -1.369
H 7.033 -0.793 0.102
H 5.840 -4.268 0.523
H 3.194 -4.352 1.036
H 2.533 -4.356 -1.237
H 2.114 -5.499 -3.427
H 0.085 -1.967 -4.858
H 0.521 -0.836 -2.722
H -0.498 -0.079 3.143
H -1.519 -0.595 1.738
H -0.878 -1.772 2.906
H 1.795 -0.606 3.260
H 1.367 -2.387 2.985
H 2.762 -1.566 2.008
H -0.681 1.467 0.897
H 0.148 1.653 -0.674
H -0.839 0.198 -0.401
H 1.585 1.555 2.241
H 2.980 0.690 1.494
H 2.165 2.001 0.649
C -1.331 2.614 6.253
C -0.597 1.374 5.870
C -1.228 0.127 5.816
F -2.591 0.092 5.945
C -0.505 -1.026 5.596
C 0.920 -1.016 5.418
C 1.560 -2.263 5.061
C 0.879 -3.527 5.339
C 0.118 -3.668 6.538
C -0.591 -4.820 6.828
F -1.331 -4.900 7.982
C -0.675 -5.893 5.942
C -1.445 -7.110 6.270
C 0.027 -5.753 4.737
C 0.775 -4.618 4.433
C 1.563 0.270 5.495
C 0.799 1.419 5.662
H -0.632 3.440 6.124
H -2.191 2.785 5.588
H -1.600 2.590 7.307
H -1.050 -1.966 5.559
H 2.645 -2.247 4.901
H 0.035 -2.850 7.249
H -1.481 -7.758 5.385
H -0.965 -7.668 7.090
H -2.496 -6.894 6.511
H -0.022 -6.550 3.997
H 1.286 -4.529 3.474
H 2.654 0.323 5.418
H 1.317 2.397 5.613


[3]
73
Properties=species:S:1:pos:R:3 method="wB97M-V/def2-TZVPD" lumo_ev=-2.58 total_energy_ev=-74199.61104 de_lowest_ev=0.438 e_homo_ev=-10.8115 orbital_gap_ev=8.229 total_charge=+1
Pt 0.093 0.062 0.425
C -5.668 -2.943 0.110
C -4.464 -3.602 0.325
C -3.269 -2.994 -0.020
C -3.256 -1.714 -0.584
C -4.469 -1.062 -0.795
C -5.666 -1.677 -0.450
P -1.641 -0.966 -1.023
C -2.028 0.052 -2.477
C -1.701 -0.331 -3.776
C -2.092 0.451 -4.854
C -2.818 1.616 -4.645
C -3.136 2.009 -3.352
C -2.736 1.237 -2.271
C -0.685 -2.407 -1.533
C -1.169 -3.315 -2.443
C -0.435 -4.469 -2.765
C 0.756 -4.702 -2.138
C 1.266 -3.808 -1.169
C 2.484 -4.089 -0.504
C 2.955 -3.231 0.438
C 2.242 -2.050 0.755
C 1.053 -1.736 0.153
C 0.541 -2.627 -0.850
H -6.602 -3.419 0.374
H -4.455 -4.596 0.752
H -2.342 -3.534 0.130
H -4.497 -0.078 -1.238
H -6.599 -1.160 -0.630
H -1.125 -1.229 -3.951
H -1.835 0.145 -5.859
H -3.132 2.219 -5.487
H -3.690 2.923 -3.182
H -2.961 1.567 -1.265
H -2.137 -3.155 -2.903
H -0.823 -5.169 -3.492
H 1.328 -5.593 -2.365
H 3.025 -4.991 -0.760
H 3.888 -3.431 0.947
H 2.688 -1.383 1.477
C -1.489 -1.664 2.310
N -0.640 -0.453 2.307
C -1.432 0.655 2.911
C 0.538 -0.711 3.190
C 1.581 0.311 2.898
C 2.511 0.715 3.845
C 3.516 1.601 3.488
C 3.566 2.082 2.190
C 2.621 1.688 1.248
C 1.623 0.790 1.587
H -1.714 -1.935 3.344
H -0.954 -2.480 1.828
H -2.417 -1.459 1.788
H -1.777 0.322 3.891
H -2.277 0.887 2.272
H -0.808 1.538 3.007
H 0.902 -1.712 2.954
H 0.200 -0.705 4.229
H 2.452 0.335 4.858
H 4.246 1.921 4.218
H 4.338 2.784 1.903
H 2.684 2.122 0.263
Cl -0.869 2.303 0.342
C 2.714 1.372 -2.980
S 1.425 1.863 -1.852
C 0.261 2.527 -3.018
O 0.893 0.464 -1.449
H 2.299 0.704 -3.733
H 3.472 0.860 -2.393
H 3.134 2.268 -3.436
H 0.742 3.387 -3.485
H -0.609 2.844 -2.452
H -0.001 1.770 -3.756


[4]
77
Properties=species:S:1:pos:R:3 method="wB97M-V/def2-TZVPD" lumo_ev="0.17 / -1.49" s2=8.782 total_energy_ev=-87872.76650 e_homo_ev="-7.0453 / -7.3426" multiplicity=6 orbital_gap_ev="7.212 / 5.855"
Cr -0.160 1.296 -0.048
C -2.033 -0.823 -1.569
N -1.875 -0.078 -0.313
C -3.028 0.827 -0.135
C -1.796 -1.039 0.820
C -1.078 -0.422 2.010
N 0.167 0.120 1.484
C 1.311 0.193 2.225
C 2.501 0.547 1.563
F 2.427 0.789 0.229
C 3.713 0.680 2.188
F 4.787 1.022 1.460
C 3.841 0.457 3.545
C 2.691 0.118 4.224
F 2.749 -0.081 5.551
C 1.467 -0.011 3.601
F 0.395 -0.293 4.372
H -2.911 -1.478 -1.527
H -1.147 -1.430 -1.750
H -2.161 -0.130 -2.397
H -3.967 0.263 -0.120
H -3.065 1.543 -0.955
H -2.935 1.375 0.803
H -1.196 -1.882 0.482
H -2.800 -1.398 1.074
H -0.931 -1.196 2.759
H -1.697 0.356 2.478
H 4.787 0.560 4.056
C -0.424 4.571 -8.324
C -0.360 4.266 -6.849
C 0.086 5.215 -5.938
C 0.169 4.947 -4.577
C 0.674 6.037 -3.662
C -0.202 3.676 -4.112
Te -0.081 3.290 -1.939
N 0.181 3.267 0.280
C 0.335 3.903 1.457
O 0.611 3.243 2.460
C 0.239 5.401 1.553
C 0.721 6.015 2.704
C 0.650 7.393 2.843
C 0.083 8.167 1.837
C -0.408 7.559 0.690
C -0.328 6.181 0.548
C 2.041 3.323 -1.996
C 2.670 4.304 -1.236
C 4.050 4.337 -1.139
C 4.804 3.379 -1.802
C 4.174 2.409 -2.563
C 2.786 2.357 -2.678
C 2.153 1.283 -3.526
C -0.674 2.711 -5.008
C -1.105 1.324 -4.595
C -0.739 3.023 -6.365
H -0.371 5.644 -8.508
H -1.347 4.191 -8.764
H 0.409 4.100 -8.851
H 0.374 6.198 -6.295
H 0.656 7.001 -4.167
H 1.700 5.835 -3.353
H 0.070 6.115 -2.759
H 1.150 5.390 3.477
H 1.033 7.867 3.738
H 0.019 9.242 1.952
H -0.855 8.159 -0.093
H -0.713 5.702 -0.341
H 2.079 5.037 -0.698
H 4.531 5.098 -0.537
H 5.884 3.381 -1.716
H 4.769 1.657 -3.071
H 2.888 0.529 -3.806
H 1.734 1.711 -4.440
H 1.343 0.785 -2.992
H -1.156 1.225 -3.516
H -0.400 0.575 -4.964
H -2.086 1.086 -5.011
H -1.100 2.268 -7.058


[5]
86
Properties=species:S:1:pos:R:3 method="wB97M-V/def2-TZVPD" lumo_ev="-1.61 / -1.62" s2=6.157 total_energy_ev=-140754.47190 de_lowest_ev=0.000 e_homo_ev="-4.3343 / -5.0332" multiplicity=5 orbital_gap_ev="2.720 / 3.409"
Cr -0.304 0.638 -3.164
F 1.654 1.475 3.252
C 0.438 1.034 2.815
C 0.095 1.226 1.493
C -1.119 0.755 0.974
C -1.327 0.631 -0.453
O -0.252 0.548 -1.188
C -2.675 0.410 -0.902
C -3.645 0.217 0.078
N -3.397 0.059 1.433
C -4.443 -0.148 2.327
C -5.556 -1.112 1.927
C -4.599 -1.540 3.030
C -2.113 0.341 1.932
C -1.778 0.220 3.295
C -0.481 0.490 3.766
N -0.135 0.242 5.104
C 1.176 -0.329 5.352
C 1.355 -1.002 6.712
N 0.782 -0.155 7.826
C -0.640 0.351 7.541
C -0.788 0.992 6.179
C -3.163 0.402 -2.354
O -4.355 0.164 -2.561
O -2.304 0.693 -3.278
H 0.791 1.779 0.823
H -4.684 0.149 -0.223
H -4.769 0.649 2.989
H -5.383 -1.653 0.993
H -6.501 -0.758 2.301
H -3.833 -2.257 2.723
H -4.995 -1.391 4.023
H -2.490 -0.100 4.061
H 1.963 0.438 5.272
H 1.386 -1.060 4.543
H 2.414 -1.178 6.929
H 0.857 -1.974 6.758
H 1.404 0.668 8.026
H 0.806 -0.696 8.721
H -0.910 1.046 8.342
H -1.299 -0.521 7.639
H -0.437 2.051 6.257
H -1.873 1.098 5.919
C -0.269 -2.796 -1.221
C -0.261 -2.691 -2.668
N -0.214 -1.573 -3.414
C -0.307 -1.919 -4.801
C -0.354 -3.296 -5.033
S -0.329 -4.195 -3.546
C -0.351 -0.828 -5.787
C -0.481 -0.937 -7.190
S -0.628 0.619 -7.973
C -0.531 1.354 -6.377
N -0.391 0.505 -5.338
C -0.620 2.801 -6.212
H -0.255 -1.776 -0.801
H 0.599 -3.339 -0.848
H -1.186 -3.301 -0.896
H -0.450 -3.818 -5.986
H -0.519 -1.864 -7.799
H -0.826 3.237 -7.188
H 0.330 3.151 -5.799
H -1.388 3.076 -5.489
S 2.134 4.577 -3.358
C 1.416 3.463 -2.352
S -0.198 3.036 -2.885
S 2.218 2.967 -0.938
O 2.191 -0.908 0.671
C 3.465 -0.260 0.609
N 4.381 -1.086 -0.123
C 4.662 -1.156 -1.462
O 5.455 -2.036 -1.828
C 3.982 -0.180 -2.400
C 4.743 0.610 -3.270
C 4.001 1.473 -4.070
C 2.613 1.338 -4.212
N 1.911 0.509 -3.412
C 2.589 -0.144 -2.454
H 1.576 -0.309 1.163
H 3.868 -0.099 1.621
H 3.400 0.723 0.125
H 4.785 -1.887 0.349
H 5.840 0.583 -3.328
H 4.512 2.221 -4.690
H 2.036 1.943 -4.916
H 1.979 -0.677 -1.703


[6]
77
Properties=species:S:1:pos:R:3 method="wB97M-V/def2-TZVPD" lumo_ev="-0.40 / -0.54" s2=3.842 total_energy_ev=-215334.95019 de_lowest_ev=0.650 e_homo_ev="-6.5288 / -6.8372" multiplicity=4 orbital_gap_ev="6.125 / 6.296"
Cr 0.791 -0.004 -0.376
C -3.010 -3.425 2.393
Se -2.140 -2.165 1.147
C -1.453 -3.481 -0.148
C -0.105 -4.048 0.226
Se 1.291 -2.643 0.250
C 1.571 -2.654 2.197
H -3.855 -3.907 1.909
H -3.358 -2.833 3.236
H -2.292 -4.166 2.734
H -1.352 -2.947 -1.095
H -2.206 -4.268 -0.248
H 0.213 -4.758 -0.542
H -0.097 -4.539 1.203
H 1.918 -3.634 2.515
H 0.643 -2.401 2.701
H 2.332 -1.908 2.406
O -0.350 -1.801 -2.634
S -1.058 -0.545 -2.748
O -0.563 0.405 -3.711
N -1.002 0.023 -1.248
C -1.805 0.966 -0.698
C -2.851 1.675 -1.274
C -3.636 2.500 -0.470
C -3.426 2.613 0.886
C -2.355 1.937 1.500
C -2.064 1.964 2.884
C -1.014 1.201 3.348
C -0.213 0.498 2.455
N -0.397 0.511 1.131
C -1.508 1.161 0.680
C -2.761 -0.935 -3.176
C -3.238 -0.573 -4.420
C -4.499 -0.990 -4.815
C -5.264 -1.780 -3.972
C -4.792 -2.108 -2.711
C -3.544 -1.667 -2.305
H -3.043 1.587 -2.334
H -4.451 3.044 -0.928
H -4.069 3.234 1.491
H -2.663 2.552 3.562
H -0.778 1.159 4.400
H 0.633 -0.070 2.812
H -2.612 0.034 -5.056
H -4.878 -0.708 -5.786
H -6.232 -2.134 -4.295
H -5.391 -2.711 -2.046
H -3.187 -1.871 -1.311
C 6.365 0.292 -0.845
C 5.923 1.477 -0.278
C 4.635 1.587 0.197
C 3.738 0.500 0.129
C 4.207 -0.696 -0.433
C 5.496 -0.787 -0.913
N 2.442 0.624 0.567
C 2.283 1.595 1.557
C 1.501 2.740 1.379
C 1.394 3.675 2.391
C 2.041 3.487 3.602
C 2.796 2.340 3.799
C 2.924 1.411 2.788
H 7.375 0.213 -1.220
H 6.579 2.336 -0.220
H 4.285 2.523 0.613
H 3.557 -1.562 -0.475
H 5.828 -1.716 -1.349
H 0.996 2.893 0.433
H 0.818 4.575 2.229
H 1.976 4.233 4.380
H 3.296 2.172 4.742
H 3.523 0.519 2.926
C 1.663 2.129 -2.782
C 1.439 0.953 -1.905
O 1.890 -0.159 -2.064
H 2.089 1.814 -3.735
H 2.348 2.813 -2.278
H 0.714 2.635 -2.954